No. 1
Density functional theory data (the ωB97M-V functional and the def2-TZVPD basis) for a structure of composition C22H53CdN3O6 in a non-equilibrium geometry.

Calculated values
E_HOMO ... -0.20414 hartree
Multiplicity ... 1

The geometry in XYZ format:
```
85
Properties=species:S:1:pos:R:3:forces:R:3
Cd -0.73984 0.85156 -0.20716 0.7 -0.9 -0.6
C -0.38177 -1.37316 -3.77915 0.0 0.0 1.1
C -1.76766 -1.92321 -3.40556 -0.5 -0.5 -0.3
C -1.75150 -3.41187 -3.74653 0.6 0.0 -1.1
C -3.02928 -4.12090 -3.38782 -0.3 -0.5 0.1
C -3.22301 -3.99402 -1.88472 -0.3 -0.4 -0.5
C -3.23037 -2.52457 -1.43147 0.0 -0.3 0.7
N -2.05116 -1.82965 -1.97245 1.2 0.0 0.4
O -1.99177 -0.49271 -1.55583 -0.5 0.7 0.0
C -3.07455 -2.57486 0.09765 0.6 -0.3 0.6
C -4.58598 -1.88306 -1.69047 -0.8 1.2 -0.4
C -2.79658 -1.17570 -4.26546 -0.2 0.5 -1.0
H 0.41560 -1.92484 -3.27149 -0.1 -0.2 -0.1
H -0.27001 -0.35520 -3.40684 -0.1 0.0 -0.4
H -0.23348 -1.45043 -4.85300 0.0 0.1 -0.1
H -0.87980 -3.88195 -3.27646 -0.2 0.0 0.5
H -1.47263 -3.50855 -4.80482 -0.5 0.0 -0.1
H -3.00033 -5.17581 -3.67722 0.2 0.0 0.1
H -3.90342 -3.73262 -3.91722 0.1 0.3 0.0
H -2.44780 -4.59865 -1.40331 0.3 0.4 0.2
H -4.15257 -4.48750 -1.58452 -0.1 0.3 0.0
H -3.28652 -1.64045 0.61074 -0.1 0.1 -0.3
H -2.04434 -2.86340 0.32934 0.1 0.2 0.0
H -3.66974 -3.34257 0.60238 -0.4 0.0 -0.4
H -5.38601 -2.43811 -1.19674 0.0 -0.2 -0.2
H -4.86071 -1.66589 -2.72772 0.1 -0.8 -0.1
H -4.65831 -0.86127 -1.29844 0.5 -0.2 0.4
H -3.10176 -0.24967 -3.77548 0.0 -0.1 0.2
H -3.68103 -1.73777 -4.57355 0.0 -0.1 0.5
H -2.38989 -0.87661 -5.23991 0.3 0.0 0.1
C 2.37184 1.45212 3.40997 0.5 -1.4 -0.1
C 1.52441 2.69103 3.04105 0.8 -0.5 1.8
C 2.15218 3.87563 3.80393 0.8 0.0 0.1
C 3.36838 4.50551 3.10897 -1.2 0.3 -0.7
C 3.14601 4.67099 1.59565 1.0 -0.1 0.5
C 2.56541 3.44396 0.86426 0.7 0.2 1.3
N 1.43015 2.97639 1.64467 -1.1 1.6 -0.5
O 0.46785 2.25398 0.95510 0.1 -0.4 -0.3
C 3.67195 2.37403 0.69681 0.1 0.5 -0.4
C 2.20622 3.95155 -0.52752 -0.7 -0.5 0.5
C 0.16747 2.36302 3.71591 -0.6 0.5 -1.5
H 2.10624 1.01813 4.37920 -0.2 0.3 0.1
H 3.45813 1.56959 3.46501 -0.1 0.3 -0.2
H 2.18721 0.62921 2.70503 -0.1 0.2 -0.2
H 2.59120 3.48972 4.72977 -0.6 -0.1 0.3
H 1.38805 4.60932 4.06636 0.0 0.1 -0.2
H 4.26630 3.92611 3.32791 0.0 -0.1 -0.2
H 3.52648 5.52177 3.47682 0.2 -0.1 0.3
H 4.15818 4.89754 1.23543 -0.2 0.0 -0.5
H 2.55057 5.56034 1.38357 -0.3 -0.1 0.1
H 4.06147 1.96149 1.62150 -0.4 -0.2 0.1
H 4.55306 2.83535 0.23924 -0.1 -0.2 -0.4
H 3.23392 1.61671 0.04291 0.4 -0.3 0.1
H 1.41865 4.70421 -0.48460 0.1 0.1 0.1
H 1.79023 3.12168 -1.10156 0.4 0.1 -0.1
H 3.12366 4.37165 -0.93189 -0.1 0.0 -0.4
H 0.16655 2.38096 4.80350 0.5 0.0 0.0
H -0.15880 1.38337 3.36285 -0.1 0.0 0.1
H -0.58479 3.08006 3.37025 0.0 0.0 0.0
O -2.17116 2.43538 -0.50978 -1.2 1.6 -0.1
H -2.98487 2.56492 -1.01201 0.1 -0.3 0.0
H -1.94942 3.29970 -0.13083 0.2 -0.3 0.1
O 0.13145 1.64016 -2.11585 0.5 0.5 -1.5
H -0.41620 1.60929 -2.91356 0.0 -0.2 0.2
H 0.89445 2.18665 -2.34544 -0.1 0.0 0.2
O -1.61299 -0.01689 1.49112 -0.4 -1.1 2.3
H -2.50657 -0.26630 1.74364 0.0 0.1 -0.2
H -1.03627 -0.74448 1.82590 -0.1 0.3 -0.2
C 2.21338 -2.57431 -0.94438 -0.1 -1.1 0.4
C 1.10644 -2.01257 -0.05742 0.0 0.9 -0.3
C 1.34196 -2.35741 1.40851 0.1 0.3 -0.2
O 0.29940 -1.89923 2.24275 -0.9 0.1 -0.5
C 0.44405 -2.19816 3.60581 0.1 0.2 0.5
N 1.07041 -0.52975 -0.24162 1.3 -0.3 0.7
H 1.90324 -2.57419 -1.98675 0.1 0.1 0.0
H 2.41850 -3.61707 -0.67308 -0.1 0.0 -0.2
H 3.16919 -2.06095 -0.83077 -0.1 0.3 0.0
H 0.11998 -2.39518 -0.33619 0.1 -0.1 -0.3
H 2.24965 -1.85013 1.76099 0.4 -0.4 -0.1
H 1.39705 -3.44824 1.46676 0.3 0.0 0.2
H -0.45848 -1.88189 4.12823 -0.1 0.1 -0.2
H 1.27441 -1.63410 4.04331 0.1 -0.1 0.0
H 0.57050 -3.26677 3.80003 0.1 -0.1 -0.2
H 1.77886 -0.15509 0.39816 -0.5 0.2 0.2
H 1.49108 -0.24533 -1.12438 -0.4 -0.5 -0.3
```
Positions in Å, forces in eV/Å.

How is the electron density shared among the atoms? According to Mulliken, the charges in e are:
1. Cd 2.924
2. C -0.966
3. C 1.712
4. C -1.447
5. C -0.675
6. C -1.339
7. C 1.738
8. N 0.596
9. O -1.342
10. C -1.674
11. C -1.669
12. C -1.825
13. H -0.077
14. H -0.153
15. H 0.578
16. H 0.312
17. H 0.428
18. H 0.418
19. H 0.290
20. H 0.341
21. H 0.482
22. H 0.088
23. H 0.318
24. H 0.398
25. H 0.445
26. H 0.279
27. H 0.237
28. H 0.248
29. H 0.302
30. H 0.475
31. C -1.400
32. C 1.759
33. C -1.283
34. C -0.765
35. C -1.261
36. C 1.369
37. N -0.412
38. O -0.330
39. C -1.495
40. C -0.604
41. C -1.695
42. H 0.541
43. H 0.328
44. H -0.145
45. H 0.336
46. H 0.448
47. H 0.336
48. H 0.407
49. H 0.375
50. H 0.434
51. H 0.338
52. H 0.477
53. H 0.158
54. H 0.467
55. H -0.882
56. H 0.488
57. H 0.416
58. H 0.111
59. H 0.466
60. O -0.418
61. H 0.232
62. H 0.235
63. O -0.482
64. H 0.184
65. H 0.172
66. O -0.441
67. H 0.291
68. H 0.349
69. C -1.872
70. C 1.757
71. C -1.050
72. O -0.212
73. C -1.001
74. N -0.329
75. H 0.445
76. H 0.438
77. H 0.363
78. H -1.134
79. H 0.431
80. H 0.526
81. H 0.317
82. H 0.309
83. H 0.315
84. H -0.270
85. H 0.419



No. 2
Density functional theory data (the ωB97M-V functional and the def2-TZVPD basis) for a structure of composition C16H32ClNOP2Ti in a non-equilibrium geometry.

Calculated values
E_HOMO ... -0.23073 hartree
Multiplicity ... 1

The geometry in XYZ format:
```
54
Properties=species:S:1:pos:R:3:forces:R:3
Ti 0.28708 0.28514 0.29637 -1.3 -0.1 -0.5
P 0.04859 2.69962 -0.75908 0.9 -1.8 0.0
P 0.28281 -2.17715 1.48973 0.0 0.2 -0.3
N -0.63450 -0.49098 -0.97718 1.7 0.8 1.4
H -0.77942 1.46539 0.13779 -1.1 0.1 0.8
C 1.12775 2.91494 -2.21413 -0.1 1.0 -0.7
H 1.04429 3.94234 -2.60770 0.2 -0.3 -0.2
H 0.82370 2.20781 -3.00109 0.1 0.2 0.4
H 2.17040 2.69990 -1.93677 -0.4 0.2 -0.1
C 0.28586 4.17045 0.28060 0.1 0.7 0.2
H 0.28652 5.11007 -0.28058 -0.1 -0.2 -0.3
H 1.24673 4.13156 0.80160 -0.1 -0.2 0.0
H -0.49860 4.27720 1.03663 0.1 -0.3 -0.1
C -1.66199 2.84041 -1.43066 -0.2 0.3 -0.2
H -1.94084 3.83373 -1.80921 0.4 -0.2 -0.2
H -2.40237 2.60027 -0.65924 0.4 0.0 0.1
H -1.79488 2.07488 -2.20843 0.1 0.2 0.1
C 1.40802 -3.40025 0.75187 0.1 -0.3 -0.1
H 1.24377 -4.39274 1.18856 0.1 0.1 -0.1
H 2.44457 -3.09142 0.91293 -0.1 -0.1 0.0
H 1.23674 -3.44580 -0.32780 0.0 0.0 0.1
C 0.69192 -2.38982 3.25938 0.0 -0.2 0.3
H 0.64118 -3.43955 3.57537 0.0 0.2 -0.1
H -0.00128 -1.80695 3.86997 0.1 0.0 0.0
H 1.70253 -2.01971 3.45549 -0.1 -0.1 0.0
C -1.30715 -3.05718 1.35831 -0.1 -0.1 0.1
H -1.25777 -4.04968 1.82170 0.0 0.1 0.0
H -1.57938 -3.16118 0.30554 0.1 0.1 0.0
H -2.09344 -2.47373 1.84232 0.0 0.0 0.0
C -1.69278 -0.87905 -1.67032 -1.4 -0.3 -1.0
C -2.66545 -1.66121 -3.75956 -0.4 0.0 0.3
C -1.55045 -1.27994 -3.02892 -0.6 0.1 0.6
C -2.98900 -0.85284 -1.08277 -0.2 -0.2 -0.6
C -4.10471 -1.23721 -1.81922 0.5 -0.3 -0.9
C -3.94617 -1.64956 -3.16446 0.3 0.1 0.2
H -2.53194 -1.98301 -4.79866 -0.2 0.1 0.4
H -0.55056 -1.24378 -3.44843 -0.1 -0.1 0.0
H -3.10843 -0.51797 -0.05346 0.2 -0.1 -0.2
H -5.09569 -1.23506 -1.36340 0.2 0.0 -0.1
H -4.80608 -1.95944 -3.75327 0.1 0.1 0.2
C 3.36428 0.04536 0.70258 -6.5 1.4 -1.2
O 2.25374 -0.42633 0.17679 5.8 0.9 1.5
C 4.01987 1.14444 -0.08436 1.0 -0.2 -0.2
H 4.12488 2.05303 0.53524 -0.1 -0.5 -0.2
H 3.43720 1.35862 -0.96942 -0.3 -0.1 0.0
H 5.01300 0.89487 -0.45105 0.3 -0.1 0.2
C 3.37677 0.08659 2.20936 0.9 -0.8 0.5
H 3.86079 -0.80356 2.63633 0.0 0.1 -0.1
H 2.34485 0.07089 2.59786 0.4 0.1 -0.4
H 3.91333 0.96871 2.58976 -0.2 -0.4 -0.2
Cl 0.08193 1.78694 3.09525 0.4 0.4 0.4
C -0.87231 0.62829 2.14589 -1.2 -1.0 -0.9
H -1.07671 -0.27513 2.74696 0.0 0.7 0.2
H -1.82118 1.10881 1.83902 0.4 -0.3 0.8
```
Positions in Å, forces in eV/Å.

How is the electron density shared among the atoms? According to Mulliken, the charges in e are:
1. Ti -0.358
2. P 1.450
3. P 1.268
4. N -0.209
5. H -0.016
6. C -1.232
7. H 0.447
8. H 0.281
9. H 0.258
10. C -1.354
11. H 0.419
12. H 0.314
13. H 0.344
14. C -1.322
15. H 0.439
16. H 0.356
17. H 0.298
18. C -1.460
19. H 0.443
20. H 0.291
21. H 0.321
22. C -1.302
23. H 0.429
24. H 0.383
25. H 0.260
26. C -1.276
27. H 0.448
28. H 0.309
29. H 0.308
30. C -0.387
31. C -0.507
32. C -0.389
33. C 0.348
34. C -0.697
35. C -0.392
36. H 0.340
37. H 0.386
38. H 0.342
39. H 0.365
40. H 0.351
41. C 0.965
42. O -0.532
43. C -1.115
44. H 0.363
45. H 0.078
46. H 0.425
47. C -0.815
48. H 0.337
49. H 0.055
50. H 0.368
51. Cl -0.245
52. C -1.074
53. H 0.450
54. H 0.440



No. 3
Density functional theory data (the ωB97M-V functional and the def2-TZVPD basis) for a structure of composition C19H20ClInN4O4S4Sb in a non-equilibrium geometry.

Calculated values
E_HOMO ... -0.14949 hartree
Charge ... -1
Multiplicity ... 1

The geometry in XYZ format:
```
54
Properties=species:S:1:pos:R:3:forces:R:3
In -0.88218 -0.11506 2.29770 -0.4 0.5 0.0
C 0.27910 -0.42259 -1.44823 -1.6 -1.8 0.1
C -1.10151 0.25732 -1.76418 1.2 -0.2 -0.6
C -1.08743 1.28807 -2.91061 0.1 -0.4 -0.1
C 0.03932 2.06518 -3.10817 1.4 0.1 0.9
C 0.10479 3.05302 -4.06864 -1.9 -0.3 -0.1
C -1.03672 3.26358 -4.84615 -1.0 -0.7 -1.0
C -2.17320 2.44323 -4.61080 1.1 -0.3 0.3
N -2.15239 1.46856 -3.69698 -0.6 -0.2 0.6
N 0.21630 -1.19480 -0.17229 1.2 0.9 1.1
C -0.25161 -2.54515 -0.45048 0.6 0.5 -1.4
C -1.09087 -3.28281 0.47912 -1.6 -0.7 1.6
C -2.27684 -2.87386 0.96256 0.0 0.2 0.0
C -2.87209 -3.36571 2.19498 0.5 -0.6 0.0
C -2.24874 -4.39630 2.80543 0.5 0.5 -3.6
C -1.15228 -5.10151 2.02825 -1.8 -0.4 1.4
N -0.52209 -4.50988 0.95602 2.7 2.2 -1.2
C 1.61192 -1.33176 0.47823 -1.6 -0.3 -0.5
C 2.16193 -0.01165 0.90237 1.5 1.6 -0.6
C 3.54220 0.30497 0.67861 0.0 -1.6 0.4
C 4.03781 1.58108 0.86307 0.5 0.3 -0.9
C 3.08902 2.53403 1.18374 -0.4 3.3 0.6
C 1.75812 2.24199 1.36813 -0.6 -1.8 0.9
N 1.32579 0.94676 1.27826 -0.4 0.8 -0.1
H 0.62658 -1.13118 -2.21824 -0.2 0.3 -0.3
H 1.03331 0.28052 -1.32983 1.2 1.5 0.2
H -1.91750 -0.45655 -1.84326 0.0 -0.1 -0.4
H -1.27174 0.76875 -0.84579 -0.5 0.8 0.8
H 0.93819 1.92939 -2.48028 -0.7 0.1 -0.3
H 0.95329 3.67759 -4.08537 0.9 0.6 -0.4
H -1.08405 3.89014 -5.75449 0.2 0.1 0.9
H -3.13674 2.49668 -5.15460 0.9 0.3 0.1
H -0.79111 -2.42732 -1.39532 0.2 -0.7 -0.1
H 0.66240 -3.11699 -0.52000 0.1 -0.8 -0.9
H -2.75379 -2.00195 0.56173 0.1 0.5 -0.3
H -3.69903 -2.75373 2.58038 0.4 -0.6 0.2
H -2.42640 -4.74272 3.74954 -0.6 -0.8 2.3
H -0.55435 -5.78031 2.56598 0.8 -0.4 1.1
H 1.44533 -2.02454 1.31603 0.4 0.3 -0.2
H 2.31440 -1.77172 -0.24469 -0.1 -0.1 0.1
H 4.22079 -0.54420 0.45564 -0.5 0.7 -0.1
H 5.09863 1.89718 0.60205 -1.5 -0.7 0.7
H 3.27386 3.64951 1.34192 0.4 -1.7 -0.5
H 1.00648 2.98618 1.71963 0.7 -0.6 -0.5
S -0.59218 6.32460 -1.40796 0.1 0.2 -0.2
Sb -1.59123 4.31590 -0.28765 0.3 0.1 0.1
S -2.53775 3.17227 2.14161 0.2 -0.4 -0.1
S 0.77525 5.02561 -0.49022 -0.2 -0.4 -0.1
S -2.05602 5.19431 1.83497 -0.2 0.3 0.1
O 2.38953 -1.37850 4.43411 0.8 0.5 -0.2
Cl 0.98211 -1.66195 4.54248 -1.5 -0.7 -0.1
O 0.45937 -1.96159 3.12252 0.3 0.2 0.6
O 0.21365 -0.47191 4.97331 0.4 -0.1 -0.3
O -1.29965 -5.68019 0.71592 -1.8 -0.1 0.1
```
Positions in Å, forces in eV/Å.

How is the electron density shared among the atoms? According to Mulliken, the charges in e are:
1. In 0.775
2. C -1.319
3. C -0.068
4. C 0.385
5. C 0.020
6. C -0.690
7. C -0.411
8. C -0.272
9. N -0.559
10. N 0.810
11. C -1.237
12. C 0.057
13. C -0.449
14. C -0.454
15. C -0.733
16. C -0.094
17. N -0.078
18. C -1.228
19. C 0.388
20. C -0.507
21. C -0.690
22. C -0.280
23. C -0.742
24. N 0.187
25. H 0.210
26. H 0.596
27. H 0.283
28. H 0.094
29. H 0.196
30. H 0.467
31. H 0.347
32. H 0.397
33. H 0.721
34. H 0.296
35. H 0.563
36. H 0.431
37. H 0.526
38. H 0.497
39. H 0.589
40. H 0.565
41. H 0.381
42. H 0.315
43. H 0.313
44. H 0.653
45. S -0.451
46. Sb 0.682
47. S -0.514
48. S -0.268
49. S -0.353
50. O -0.561
51. Cl 1.014
52. O -0.687
53. O -0.617
54. O -0.498